1.
Below is 7 unconnected molecules or ions with the total composition C34H73N7O10 at a distorted geometry, with properties calculated with the ωB97M-V functional and the def2-TZVPD basis.

Structure (XYZ):
```
124
Properties=species:S:1:pos:R:3:forces:R:3:mulliken_charge:R:1
C -3.270231 -0.098726 1.817834 0.3302 0.4721 -0.4397 1.047
C -3.836934 -0.710681 0.961926 -0.4593 -1.0712 0.1164 -1.929
C -4.387265 -1.483717 -0.195447 0.3797 1.0486 0.7870 0.810
O -3.804859 -2.784471 -0.226475 0.0893 0.3935 -0.2027 -0.348
C -3.660120 -3.289174 0.973129 -0.5443 -0.1624 -0.3877 0.506
N -3.660429 -3.787148 2.009257 0.3237 -0.0378 -0.0128 -0.438
O -4.038779 -0.666566 -1.313462 0.1665 0.1818 0.1490 -0.286
C -4.838044 0.467322 -1.050851 0.1660 -1.0699 -0.0161 0.220
O -4.503119 1.557487 -1.326117 -0.3094 0.5166 -0.2531 -0.474
O -5.972911 0.071706 -0.414184 0.4132 0.3631 0.1507 -0.462
C -5.906721 -1.385183 -0.360686 -0.8868 -0.1585 -0.6787 2.448
C -6.728174 -2.018166 0.666147 0.4310 0.6163 0.1154 -2.153
C -7.461856 -2.626649 1.387634 -0.3717 -0.0302 -0.2601 0.038
C -6.479999 -1.824442 -1.755887 0.1902 -1.2181 0.3670 -0.384
C -5.796707 -3.064927 -2.367874 -0.5619 0.2860 -0.1730 -1.193
H -2.656480 0.578703 2.369792 -0.1269 -0.1903 0.3311 0.567
H -8.252140 -3.156265 1.866909 0.2399 -0.0228 0.2925 0.519
H -6.509812 -0.981721 -2.444039 0.2919 -0.0161 0.0291 -0.064
H -7.518180 -2.097190 -1.564475 0.0045 0.2037 0.0486 0.556
H -6.536322 -3.582540 -2.982355 0.1666 0.0479 -0.1099 0.435
H -4.960926 -2.776640 -3.004406 0.1146 -0.1472 0.1702 0.286
H -5.482936 -3.774245 -1.603740 0.0603 0.0570 -0.0814 0.291
C -5.707311 0.031267 -6.541142 -0.1663 -0.1081 0.0006 -0.726
O -6.370015 0.317156 -5.322790 0.1164 -0.0052 0.0165 -0.383
C -5.825763 1.393906 -4.579682 0.0093 0.0463 0.2567 -0.171
C -6.267483 2.788352 -5.046080 -0.0406 -0.0920 -0.2878 0.252
C -5.572472 3.259719 -6.319845 0.1280 0.1183 -0.0009 -1.474
N -7.718759 2.871849 -5.239116 0.0265 -0.1348 0.1836 -0.739
H -4.630046 0.203212 -6.464230 0.0033 0.0554 -0.0021 0.326
H -6.119066 0.621837 -7.362507 0.1228 0.0418 -0.0422 0.240
H -5.876527 -1.021105 -6.769719 -0.0035 -0.0020 0.0544 0.266
H -6.189418 1.255733 -3.557322 -0.0746 -0.0237 -0.0345 0.047
H -4.731361 1.313693 -4.535036 0.0159 0.0453 -0.1018 0.314
H -5.994426 3.487150 -4.249988 -0.0053 -0.0723 0.0712 0.452
H -5.984020 2.787342 -7.211669 -0.0239 -0.0575 0.0325 0.284
H -5.701594 4.335348 -6.440148 -0.0507 -0.0159 0.0094 0.379
H -4.500561 3.052992 -6.284745 -0.0099 -0.0115 -0.0023 0.304
H -8.184132 2.669139 -4.358650 -0.0108 0.1205 0.0050 0.292
H -7.992949 2.103994 -5.846787 0.0000 0.0708 -0.0732 0.324
C 1.332867 3.514292 -1.297978 0.0840 -0.1851 0.0442 -0.813
O 0.443991 2.547401 -0.772446 0.1534 0.0893 -0.0137 -0.189
C -0.918795 2.723496 -1.109077 -0.3435 -0.1179 0.1907 -0.972
C -1.329955 2.206675 -2.492200 0.3070 0.0056 -0.2219 1.562
C -0.906150 3.107201 -3.648329 -0.0701 0.0985 -0.0147 -1.653
N -0.834027 0.848173 -2.743171 -0.0576 -0.0229 0.2486 -0.715
H 0.867738 4.502816 -1.353612 -0.0314 -0.0029 -0.0475 0.340
H 1.697632 3.220611 -2.285333 -0.0429 0.1322 -0.0734 0.282
H 2.193158 3.570690 -0.629595 -0.0374 -0.0061 0.0362 0.249
H -1.468669 2.142617 -0.363025 0.0295 -0.0132 0.0074 0.236
H -1.213258 3.772871 -0.974143 0.0584 0.0379 -0.0916 0.420
H -2.421150 2.167689 -2.492426 0.0059 -0.0151 0.0977 -0.190
H 0.152521 3.001781 -3.889784 0.0311 -0.0115 0.0697 0.234
H -1.464305 2.850347 -4.549096 0.0136 -0.0309 0.0110 0.419
H -1.102776 4.157651 -3.426772 0.0093 0.0024 -0.0327 0.173
H -1.208822 0.222380 -2.034235 -0.1078 -0.0285 -0.1000 0.251
H 0.168012 0.848244 -2.568828 0.0107 0.0041 -0.1137 0.355
C 0.292987 0.187356 4.162360 -0.1577 -0.0693 -0.1369 -0.806
O 0.413937 0.765505 2.874990 0.0376 0.0552 0.1517 -0.240
C 1.737290 1.104485 2.491536 0.0631 0.2236 -0.2812 -0.552
C 2.567210 -0.069141 1.955075 -0.1228 -0.2219 0.2104 0.492
C 3.068888 -1.020179 3.037048 0.0982 0.2159 -0.0373 -1.436
N 1.829959 -0.841446 0.949199 -0.0191 0.2052 -0.1118 -0.689
H 1.016328 0.611715 4.864419 0.0373 -0.0258 -0.0090 0.337
H 0.410948 -0.897671 4.121432 0.0940 0.0011 0.1099 0.336
H -0.712285 0.400103 4.528427 0.0059 0.0479 -0.0101 0.247
H 1.627971 1.830368 1.681142 -0.1395 -0.0313 0.0035 0.090
H 2.251981 1.618445 3.314579 0.0105 -0.1199 0.0745 0.398
H 3.445576 0.364399 1.465919 -0.0579 0.0861 -0.0346 0.394
H 2.292693 -1.687538 3.399046 -0.0283 -0.0213 -0.0256 0.307
H 3.863914 -1.650660 2.641043 -0.0456 -0.0339 -0.0407 0.163
H 3.473231 -0.468544 3.890536 -0.0119 0.0047 -0.0075 0.377
H 1.588676 -0.227178 0.174895 0.0548 -0.0218 -0.0238 0.226
H 0.931800 -1.092932 1.354368 0.0503 -0.1040 0.0275 0.328
C 3.764457 -7.610153 4.005149 -0.0797 0.0081 0.2026 -0.709
O 4.410989 -6.561301 4.701788 0.0592 -0.0556 -0.1116 -0.351
C 5.111411 -5.636057 3.887467 0.1867 0.2099 0.1080 -0.668
C 4.235261 -4.553627 3.241621 -0.2793 -0.2289 -0.0454 0.415
C 3.413332 -5.044484 2.053606 0.0186 0.0815 -0.1759 -1.453
N 3.330849 -3.925690 4.209667 0.1662 -0.1703 0.2832 -0.544
H 4.334958 -7.922025 3.125677 -0.0139 0.0410 -0.0398 0.328
H 2.753635 -7.322847 3.707025 0.0193 -0.0440 -0.1353 0.235
H 3.682956 -8.457726 4.685919 0.0447 0.0240 0.0197 0.258
H 5.819048 -5.139326 4.556302 -0.0185 -0.0135 0.0158 0.164
H 5.709096 -6.165529 3.133829 -0.0921 -0.0278 -0.0678 0.481
H 4.914813 -3.781342 2.867992 0.0722 -0.0185 0.0717 0.377
H 2.540866 -5.617987 2.366856 0.0299 -0.0231 0.0632 0.323
H 3.046561 -4.194855 1.475725 -0.0157 0.0159 0.0565 0.309
H 4.014081 -5.668619 1.388543 -0.0059 -0.0118 0.0152 0.346
H 3.882691 -3.494123 4.947251 -0.0146 0.0990 -0.0634 0.227
H 2.825234 -4.669000 4.686041 -0.0465 -0.0056 -0.0771 0.295
C -0.165361 5.680631 -6.795269 -0.2135 -0.1319 -0.0118 -0.825
O -0.852432 5.967075 -5.591275 0.1487 0.0637 -0.0406 -0.211
C -0.300827 7.016951 -4.820388 -0.0443 0.0317 0.2469 -0.769
C -0.691669 8.430141 -5.279031 -0.0543 -0.1032 -0.2824 0.352
C 0.046304 8.898544 -6.529392 0.1220 0.1188 0.0063 -1.430
N -2.134569 8.557310 -5.504269 0.0270 -0.1322 0.1784 -0.739
H 0.913584 5.825608 -6.689540 0.0050 0.0553 -0.0039 0.348
H -0.542344 6.289518 -7.620100 0.1337 0.0444 -0.0390 0.266
H -0.354418 4.635406 -7.041046 0.0032 -0.0065 0.0623 0.267
H -0.696131 6.870873 -3.810703 -0.0448 -0.0360 -0.0267 0.320
H 0.790138 6.907985 -4.752808 0.0197 0.0437 -0.0988 0.459
H -0.419030 9.111177 -4.467119 -0.0107 -0.0609 0.0636 0.406
H -0.356889 8.449559 -7.436677 -0.0254 -0.0577 0.0316 0.285
H -0.050198 9.978761 -6.638135 -0.0539 -0.0153 0.0067 0.357
H 1.110844 8.661305 -6.472719 -0.0105 -0.0156 -0.0081 0.343
H -2.626733 8.356253 -4.638201 -0.0117 0.1148 0.0027 0.278
H -2.416032 7.805615 -6.128630 0.0020 0.0718 -0.0720 0.321
C 9.296123 -4.095163 9.521873 0.1477 -0.1444 -0.0584 -0.643
O 8.672094 -5.201118 8.897029 -0.0581 0.1125 0.0633 -0.393
C 7.321490 -5.001549 8.524769 -0.1775 -0.1823 -0.0507 -0.873
C 7.122932 -4.252276 7.199107 0.2695 0.1662 0.0387 0.860
C 7.368549 -2.749331 7.296230 -0.1328 0.1069 -0.0155 -1.592
N 7.958343 -4.801083 6.126023 -0.1060 -0.2042 0.1062 -0.676
H 8.594920 -3.537077 10.148979 -0.0277 0.0327 -0.0374 0.297
H 9.746203 -3.426118 8.784770 -0.0572 0.1157 0.0592 0.220
H 10.096102 -4.481496 10.153301 -0.0345 -0.0433 0.0009 0.263
H 6.902722 -6.004557 8.409244 0.0601 -0.0180 -0.0069 0.319
H 6.768058 -4.518020 9.340700 0.0374 0.1014 -0.0231 0.448
H 6.075467 -4.392642 6.912248 -0.0084 -0.1008 0.0482 0.154
H 8.430660 -2.507058 7.319621 0.0192 -0.0591 0.0246 0.302
H 6.945537 -2.243220 6.427742 0.0333 -0.0362 -0.0245 0.364
H 6.900846 -2.329236 8.189155 0.0171 -0.0061 0.0039 0.366
H 7.711868 -5.777935 5.987123 -0.0467 0.0334 -0.0896 0.258
H 8.914933 -4.835979 6.469284 0.0171 0.0967 -0.0551 0.322
```
Positions in Å, forces in eV/Å.

Calculated values
structure (SMILES)	C#C[C@]1(OC#N)OC(=O)O[C@@]1(C#C)CC.COC[C@@H](C)N.COC[C@@H](C)N.COC[C@@H](C)N.COC[C@@H](C)N.COC[C@@H](C)N.COC[C@@H](C)N
HOMO	-8.97	eV
electronic energy	-2474.6350	hartree
F_max	1.365	eV/Å

2.
Below is C20H22N4O4S in the gas phase, with properties calculated with the ωB97M-V functional and the def2-TZVPD basis.

Structure (XYZ):
```
51
Properties=species:S:1:pos:R:3:forces:R:3:nbo_charge:R:1
C 2.301190 3.118356 5.561511 -0.1883 -0.2997 -0.3247 -0.623
C 1.244255 2.171374 5.025436 -0.2253 0.1070 0.4348 -0.062
O 1.639538 1.755632 3.717600 0.1693 0.0066 -0.1684 -0.533
C 0.730389 1.011249 3.053596 -0.0132 0.0975 -0.1072 0.896
O -0.340822 0.690161 3.512361 -0.2694 -0.0584 0.3297 -0.660
N 1.142308 0.693595 1.801812 0.0910 0.0833 -0.0550 -0.456
C 2.464594 0.955045 1.278099 0.3845 -0.0850 0.0939 -0.225
C 3.211308 -0.367890 1.065930 0.2458 0.4063 -0.1220 -0.236
N 2.414025 -1.225081 0.210694 0.0860 0.0487 0.4070 -0.439
C 2.829878 -1.455392 -1.054033 -0.1745 -0.2708 -0.2201 0.681
O 3.942546 -1.154201 -1.434245 0.2402 0.0179 -0.2993 -0.616
C 1.839086 -2.134505 -2.004852 0.4242 -0.2081 -0.0555 -0.322
N 0.666334 -1.311737 -2.237549 -0.5369 -0.2591 0.1227 -0.217
N 0.931115 -0.089902 -2.684500 0.4577 0.6911 -0.2434 -0.199
C -0.017081 0.751931 -2.947560 0.1780 -0.1890 0.0778 0.167
C 0.353151 2.110962 -3.433355 0.0006 -0.0418 -0.0002 -0.642
C -1.367631 0.357288 -2.763827 -0.4696 -0.6677 0.2506 -0.173
S -2.785141 1.319969 -3.057155 0.1930 -0.2637 0.0889 0.425
C -3.810155 -0.003210 -2.550883 0.3363 -0.0778 0.0187 -0.196
C -5.194711 0.003616 -2.506566 -0.1212 -0.0017 0.0039 -0.212
C -5.839371 -1.139387 -2.076404 -0.0347 0.1324 -0.0459 -0.195
C -5.118666 -2.270708 -1.695797 0.0184 -0.0687 0.0228 -0.213
C -3.741939 -2.281215 -1.738507 0.0079 -0.0896 0.0305 -0.195
C -3.069900 -1.138454 -2.170715 -0.3146 0.1472 -0.0324 0.002
C -1.663400 -0.913463 -2.300496 0.2389 0.6927 -0.2626 -0.152
C -0.597848 -1.839577 -1.996895 0.1584 0.1829 -0.0628 0.616
O -0.723687 -2.968625 -1.546829 -0.2785 -0.2647 0.0529 -0.645
C 1.121674 -1.517473 0.786975 -0.4389 0.1534 -0.0641 -0.243
C 0.349450 -0.208015 0.995492 -0.2387 -0.3290 0.1418 -0.221
H 2.025455 3.442516 6.560544 -0.0087 0.0454 0.1080 0.217
H 2.387357 3.988306 4.916000 0.0302 0.1198 -0.0165 0.211
H 3.265625 2.619262 5.602702 0.1216 -0.0058 0.0559 0.211
H 0.264827 2.657792 4.963166 0.1440 -0.1114 0.0340 0.191
H 1.142615 1.286266 5.663698 -0.0348 0.1364 -0.1006 0.184
H 3.005309 1.596912 1.970507 -0.0178 -0.0279 -0.1389 0.239
H 2.362636 1.464391 0.312485 0.0729 -0.0089 0.0400 0.196
H 4.169667 -0.195057 0.575059 -0.0963 -0.0385 0.1245 0.252
H 3.372826 -0.866686 2.026543 0.0045 0.0308 -0.0131 0.194
H 1.496883 -3.100126 -1.625636 0.0543 0.1804 -0.0610 0.261
H 2.369807 -2.276782 -2.950339 -0.0766 0.0191 0.1863 0.240
H -0.030742 2.869191 -2.752052 0.0048 0.1131 0.0314 0.225
H -0.087645 2.288903 -4.412996 -0.0021 0.0800 -0.1019 0.226
H 1.433634 2.190375 -3.500047 0.0349 0.0437 -0.0120 0.246
H -5.748048 0.881646 -2.801405 -0.1031 0.0676 -0.0199 0.221
H -6.917945 -1.155099 -2.034491 -0.0921 0.0048 0.0030 0.218
H -5.650422 -3.149118 -1.363211 -0.0358 -0.0785 0.0302 0.219
H -3.166220 -3.145634 -1.448224 0.0155 -0.0819 0.0299 0.250
H 0.550432 -2.213786 0.178602 0.0463 -0.0344 0.0034 0.241
H 1.287290 -1.982909 1.765770 -0.0520 -0.0072 -0.0682 0.202
H -0.592504 -0.390256 1.514201 0.0792 0.0255 -0.1130 0.252
H 0.148673 0.269554 0.029791 -0.0154 -0.0643 -0.0141 0.187
```
Positions in Å, forces in eV/Å.

Calculated values
relative energy (zero: lowest compared OMol25 entry of this formula, charge and spin)	0.0	kJ/mol
structure (SMILES)	CCOC(=O)N1CCN(C(=O)Cn2nc(C)c3sc4ccccc4c3c2=O)CC1
HOMO	-8.75	eV
electronic energy	-1693.5761	hartree
F_max	0.864	eV/Å

Among the records above, which one has the lowest F_max?
C20H22N4O4S

The highest HOMO belongs to which entry?
C20H22N4O4S